Density functional theory data (the ωB97M-V functional and the def2-TZVPD basis) for an isolated molecule of C21H30ClN3O3S.

```
59
Properties=species:S:1:pos:R:3:forces:R:3:lowdin_charge:R:1
C 0.2377 4.7727 -1.7510 0.0030 0.0152 0.0006 -0.09
C -0.0422 3.3878 -1.1860 0.0329 0.0042 0.0313 -0.18
C 0.7653 2.2941 -1.8935 0.0183 -0.0131 -0.0339 -0.19
C 0.3168 0.9217 -1.3889 -0.0505 -0.0227 0.0182 -0.43
O -0.8272 0.5581 -1.6176 0.0064 -0.0316 -0.0600 0.06
N 1.2095 0.1717 -0.7141 0.0444 0.0247 0.0050 0.13
C 0.7992 -1.0889 -0.1043 -0.0235 0.0034 0.0067 -0.31
C 0.9264 -2.2051 -1.1422 0.0041 -0.0149 -0.0117 -0.14
C 0.3359 -3.5752 -0.7875 0.0149 0.0017 -0.0052 -0.19
C -1.0483 -3.5433 -0.1241 -0.0068 -0.0158 -0.0149 -0.17
C -1.0428 -3.6101 1.4031 0.0017 -0.0134 -0.0022 -0.15
N -0.3940 -2.4999 2.0880 -0.0443 -0.0609 0.0366 -0.05
C -1.0397 -1.5722 2.8422 0.0542 0.0919 -0.0577 -0.49
O -0.4415 -0.7555 3.5201 -0.0126 -0.0010 0.0162 0.08
C -2.5337 -1.5406 2.7624 -0.0322 -0.0684 -0.0112 -0.47
S -3.3548 -1.0037 1.3487 0.0092 0.0427 -0.0186 1.12
C -4.9011 -1.1603 2.0904 0.0295 -0.0085 0.0046 -0.57
C -6.1513 -0.8080 1.3503 -0.0109 0.0062 -0.0203 -0.10
C -4.7826 -1.6082 3.3672 -0.0330 -0.0074 0.0382 -0.14
C -3.4273 -1.8183 3.7442 0.0043 0.0016 -0.0035 -0.71
Cl -2.9774 -2.4028 5.3024 0.0066 -0.0076 0.0176 0.70
C 1.0621 -2.4243 2.0646 0.0351 0.0102 0.0059 -0.13
C 1.5811 -1.2802 1.1888 0.0147 0.0020 0.0173 -0.10
N 2.2046 2.5323 -1.8794 -0.0177 0.0492 0.0114 -0.02
C 2.9067 2.8477 -3.1161 0.0330 0.0238 -0.0184 -0.14
C 4.3722 2.9544 -2.6802 -0.0193 -0.0064 0.0194 -0.15
C 4.2825 3.3552 -1.2075 -0.0330 0.0452 -0.0246 -0.07
C 2.9287 2.8312 -0.7649 0.0919 -0.1139 -0.1114 -0.47
O 2.5498 2.6712 0.3804 -0.0322 0.0179 0.0898 0.07
H -0.3824 5.5225 -1.2601 -0.0012 -0.0022 0.0017 0.07
H 1.2792 5.0658 -1.5996 -0.0014 -0.0049 -0.0013 0.07
H 0.0271 4.8154 -2.8226 -0.0025 -0.0001 0.0023 0.08
H 0.1827 3.3609 -0.1193 0.0011 0.0016 0.0049 0.12
H -1.0937 3.1271 -1.3062 0.0016 -0.0043 -0.0036 0.12
H 0.4818 2.2957 -2.9489 -0.0340 0.0097 0.0070 0.16
H 2.0356 0.6297 -0.3630 -0.0190 0.0212 0.0491 0.12
H -0.2579 -0.9706 0.1426 0.0032 0.0003 0.0007 0.13
H 0.4174 -1.8400 -2.0377 -0.0053 0.0045 0.0015 0.11
H 1.9835 -2.3183 -1.4051 -0.0046 0.0021 -0.0027 0.12
H 0.2615 -4.1362 -1.7214 0.0017 0.0005 -0.0017 0.11
H 1.0263 -4.1507 -0.1655 -0.0060 0.0048 0.0043 0.10
H -1.6081 -2.6651 -0.4577 0.0032 0.0025 0.0010 0.10
H -1.6215 -4.4128 -0.4571 -0.0013 0.0041 0.0039 0.11
H -2.0667 -3.6805 1.7653 -0.0061 0.0097 0.0120 0.11
H -0.5345 -4.5294 1.7148 -0.0015 0.0007 -0.0030 0.13
H -7.0166 -0.9736 1.9904 0.0021 -0.0028 0.0038 0.08
H -6.1505 0.2389 1.0448 -0.0013 -0.0015 -0.0011 0.08
H -6.2701 -1.4172 0.4534 -0.0014 0.0035 -0.0003 0.08
H -5.6185 -1.7815 4.0293 0.0030 0.0010 -0.0031 0.12
H 1.4186 -2.2755 3.0841 0.0041 0.0025 0.0006 0.13
H 1.4319 -3.3870 1.7190 -0.0119 -0.0038 0.0008 0.11
H 2.6400 -1.4562 0.9694 -0.0050 -0.0005 -0.0006 0.13
H 1.5141 -0.3536 1.7623 -0.0003 -0.0020 -0.0057 0.12
H 2.7472 2.0625 -3.8564 -0.0085 0.0008 0.0022 0.13
H 2.5357 3.7892 -3.5364 0.0068 0.0025 -0.0011 0.12
H 4.8523 1.9797 -2.7731 -0.0042 -0.0011 0.0083 0.11
H 4.9296 3.6623 -3.2897 0.0022 -0.0017 -0.0025 0.11
H 5.0735 2.9569 -0.5767 -0.0101 -0.0046 0.0055 0.12
H 4.2678 4.4403 -1.0747 0.0086 0.0027 -0.0081 0.13
```
Forces are in eV/Å.

Results
ΔE to the lowest compared entry with this formula, charge and spin, kJ/mol: 14.6
Orbital gap, eV: 9.30